1.
38
Properties=species:S:1:pos:R:3:mulliken_charge:R:1 method="wB97M-V/def2-TZVPD" charge=0 multiplicity=1 homo_lumo_gap_ev=9.80 homo_ha=-0.349 relative_energy_ev=0.000 e_tot_ha=-2641.7773 max_force_ev_per_a=1.67 lumo_energy_ev=0.31
H -0.1352 2.9444 0.8240 0.477
N 0.2224 1.7532 -0.8957 0.048
B 0.8745 0.8805 -3.2121 0.071
N 0.6870 2.0399 -2.1759 0.193
C 0.7819 3.3741 -2.3169 -0.099
Zn -0.3362 -0.1440 -0.3252 -0.809
H 1.0369 3.7974 -3.2750 0.454
C 0.4744 3.9634 -1.0925 -1.049
H 0.4847 5.0044 -0.8560 0.398
C 0.1440 2.9113 -0.2230 -0.040
H 1.3820 1.2526 -4.2210 -0.086
C -2.0364 -2.7580 1.4431 -0.874
H -2.3938 -2.9664 2.4559 0.319
H -1.0657 -3.2413 1.3036 0.276
H -2.7399 -3.1331 0.6957 0.301
N -0.5482 0.2831 -3.3460 0.414
N 1.6919 -0.2756 -2.5409 0.132
N -1.2081 -0.2004 -2.2130 -0.149
N 1.3417 -0.7742 -1.2867 -0.068
C -1.3243 0.1305 -4.4280 -0.099
C 2.7028 -1.0115 -3.0364 -0.115
H -0.9741 0.4690 -5.3918 0.445
H 3.0512 -0.8421 -4.0438 0.451
C -2.5166 -0.4632 -4.0215 -0.937
C 3.0989 -1.9216 -2.0593 -1.031
C -2.4045 -0.6472 -2.6343 -0.144
C 2.2333 -1.7276 -0.9697 0.034
H -3.3441 -0.7278 -4.6456 0.397
H 3.9009 -2.6271 -2.1195 0.397
H -3.1265 -1.0679 -1.9490 0.459
H 2.2274 -2.2194 -0.0017 0.474
H -1.9247 -1.6758 1.3218 -0.004
B -0.0030 -0.0322 4.2718 0.107
C -0.0913 -0.1496 2.7318 0.649
N -0.1918 -0.2119 1.5695 -0.686
H 1.0185 -0.5743 4.6505 -0.102
H -0.9923 -0.5725 4.7345 -0.099
H 0.0017 1.1603 4.5260 -0.106

2.
8
Properties=species:S:1:pos:R:3:mulliken_charge:R:1 method="wB97M-V/def2-TZVPD" charge=0 multiplicity=1 homo_lumo_gap_ev=9.73 homo_ha=-0.379 relative_energy_ev=0.338 smiles="C=CC(=O)Br" e_tot_ha=-2765.3201 max_force_ev_per_a=6.25 lumo_energy_ev=-0.57
C -0.0837 0.3129 -0.2819 -0.600
C 0.0432 -0.9986 -0.0741 -0.247
C 0.0012 -1.8210 -1.2088 0.594
O -0.5546 -1.5925 -2.2924 -0.487
Br 0.7908 -3.5837 -1.0614 -0.191
H 0.0438 1.2208 0.3562 0.251
H -0.2812 0.7131 -1.2602 0.211
H 0.3131 -1.4039 0.7726 0.468

3.
22
Properties=species:S:1:pos:R:3:mulliken_charge:R:1 method="wB97M-V/def2-TZVPD" charge=0 multiplicity=1 homo_lumo_gap_ev=8.27 homo_ha=-0.277 relative_energy_ev=1.896 smiles=CC1(C)COc2ccsc2N1 e_tot_ha=-839.5452 max_force_ev_per_a=5.16 lumo_energy_ev=0.73
C -0.6130 -0.5431 -2.0516 -1.556
C -0.2928 -0.1799 -0.6162 1.411
C -1.4257 -0.6101 0.3944 -1.407
C -0.0486 1.3001 -0.3871 -0.834
O 0.2773 1.6578 1.0069 -0.450
C 1.3762 0.9248 1.3500 0.437
C 2.3102 1.1594 2.4019 -0.857
C 3.3715 0.2737 2.3458 -0.300
S 3.1440 -0.9802 1.2750 -0.204
C 1.6841 -0.2795 0.8315 0.261
N 0.9253 -0.8851 -0.2708 -0.367
H -0.4987 -1.6476 -2.0770 0.365
H 0.3129 -0.2001 -2.6566 0.362
H -1.4885 0.0131 -2.5272 0.313
H -1.5850 -1.7598 0.4096 0.280
H -2.3920 -0.0349 0.2377 0.338
H -1.1930 -0.1526 1.3050 0.408
H 0.8291 1.5675 -1.1392 0.331
H -0.8144 1.9607 -0.8018 0.426
H 2.2932 2.0881 2.9295 0.391
H 4.1096 0.1729 3.2176 0.335
H 0.9293 -1.8778 -0.3000 0.316

4.
143
Properties=species:S:1:pos:R:3:mulliken_charge:R:1 method="wB97M-V/def2-TZVPD" charge=-1 multiplicity=1 homo_lumo_gap_ev=9.23 homo_ha=-0.258 e_tot_ha=-5504.4938 max_force_ev_per_a=2.23 lumo_energy_ev=2.22
As -0.3683 -13.1595 13.6688 2.213
F -0.2999 -14.3116 14.9881 -0.301
F -2.0971 -12.9226 13.8568 -0.177
F -0.3546 -11.9737 12.3820 -0.483
F 1.3623 -13.4030 13.4559 -0.672
F -0.6461 -14.4631 12.5232 -0.358
F -0.0370 -11.8764 14.8009 -0.491
C -4.4001 -14.9125 11.6452 0.226
O -5.3424 -14.4285 11.0454 -0.708
N -4.4107 -16.1017 12.2666 0.385
C -5.5557 -16.9852 12.2750 -1.148
C -3.3417 -16.4957 13.1650 -1.208
H -3.4107 -14.4334 11.6807 0.374
H -5.8955 -17.1224 13.3032 0.325
H -5.2744 -17.9428 11.8313 0.319
H -6.3742 -16.5741 11.6897 0.368
H -2.9031 -17.4497 12.8612 0.480
H -2.5270 -15.7907 13.3197 -0.009
H -3.7681 -16.7037 14.1489 0.522
C -4.5964 -11.8964 14.9283 -0.023
O -5.5148 -12.4380 15.5412 -0.727
N -3.9674 -10.8388 15.4757 0.349
C -2.9546 -10.0906 14.7329 0.726
C -4.2646 -10.2811 16.7713 -1.181
H -4.2792 -12.1366 13.9143 0.477
H -3.3157 -9.0675 14.5848 0.430
H -2.6745 -10.4843 13.7635 -0.894
H -2.1043 -10.0721 15.4178 -0.275
H -4.3541 -9.1947 16.7050 0.391
H -5.2612 -10.5881 17.0854 0.462
H -3.4901 -10.5327 17.4958 0.161
C -5.1534 -9.2360 12.0226 0.166
O -6.0816 -8.4807 12.2261 -0.655
N -5.2792 -10.5447 11.6959 0.238
C -4.0681 -11.2814 11.4294 -0.066
C -6.5339 -11.2534 11.6499 -0.870
H -4.0797 -9.0024 12.0418 0.415
H -3.1350 -10.8067 11.7117 -0.045
H -3.9979 -11.5057 10.3534 0.459
H -4.1674 -12.2887 11.8412 -0.635
H -6.6990 -11.7405 10.6884 0.301
H -6.5455 -12.0100 12.4373 0.241
H -7.3593 -10.5651 11.8146 0.349
C -4.0743 -16.2993 18.1075 0.060
O -3.8741 -17.3600 17.5508 -0.572
N -3.8200 -15.0778 17.5871 0.473
C -4.1975 -13.8666 18.2539 -0.784
C -3.2101 -14.9735 16.2721 -1.799
H -4.4883 -16.1690 19.1243 0.259
H -3.3417 -13.2134 18.4782 0.184
H -4.7084 -14.0525 19.1972 0.448
H -4.8168 -13.2296 17.6151 0.173
H -2.7006 -15.8928 16.0015 0.230
H -3.9494 -14.7200 15.5111 0.853
H -2.4564 -14.1858 16.3275 0.347
C 0.4354 -13.1739 18.1531 0.268
O 0.7718 -12.0995 18.6090 -0.694
N 0.0051 -14.2642 18.8262 0.223
C -0.2802 -14.2423 20.2409 -0.989
C -0.3395 -15.4465 18.0814 -0.796
H 0.4257 -13.3358 17.0625 0.199
H 0.2205 -13.4117 20.7278 0.308
H 0.0575 -15.1724 20.7080 0.325
H -1.3686 -14.2550 20.3751 0.298
H -0.1730 -16.3553 18.6648 0.467
H -1.3979 -15.4569 17.8251 0.421
H 0.2537 -15.5593 17.1758 -0.091
C -1.6904 -7.6475 16.5722 0.108
O -2.4127 -7.6369 17.5530 -0.619
N -0.6270 -8.4624 16.4183 0.259
C 0.2332 -8.4358 15.2487 -0.789
C -0.2721 -9.4631 17.4298 -0.716
H -1.8010 -6.9458 15.7276 0.342
H 1.2695 -8.5368 15.5788 0.283
H 0.1375 -7.5303 14.6518 0.368
H 0.0319 -9.3009 14.6075 0.133
H 0.4825 -9.1199 18.1319 0.436
H -1.1789 -9.7717 17.9417 0.258
H 0.0938 -10.3258 16.8766 -0.059
C 2.9272 -9.1670 9.5031 0.276
O 3.4849 -8.2399 8.9498 -0.668
N 2.6130 -9.1651 10.8251 0.195
C 1.9561 -10.2818 11.4810 -0.309
C 2.9598 -8.0289 11.6904 -0.848
H 2.5801 -10.0954 9.0284 0.315
H 1.7097 -11.1091 10.8211 -0.020
H 1.0788 -9.8927 11.9981 0.293
H 2.6224 -10.7278 12.2260 -0.074
H 1.9866 -7.7138 12.0727 0.328
H 3.5853 -8.4253 12.4939 0.131
H 3.5181 -7.2955 11.1225 0.346
C 0.6510 -17.3335 10.2459 -0.051
C -0.7804 -17.4667 10.7199 0.103
C -1.5700 -16.5931 9.7404 0.575
O -0.8452 -16.6681 8.5173 -0.512
C 0.4569 -17.1458 8.7182 -0.538
H 1.2784 -18.2026 10.4413 0.121
H 1.1486 -16.5130 10.7621 -0.077
H -0.9674 -17.0340 11.7048 -0.469
H -1.1406 -18.4952 10.7188 0.456
H -1.6999 -15.5591 10.0600 -0.588
H -2.5406 -17.0918 9.6658 0.332
H 1.2260 -16.4709 8.3307 0.285
H 0.6479 -18.1230 8.2603 0.340
C 4.1857 -11.8774 15.5259 -0.348
C 4.5436 -10.8424 14.4798 0.155
C 4.5076 -9.5582 15.3170 -0.520
O 3.5138 -9.7779 16.2784 -0.458
C 3.1762 -11.1686 16.4157 0.541
H 5.0469 -12.2674 16.0815 0.322
H 3.7996 -12.8158 15.1162 -0.025
H 3.7139 -10.8359 13.7652 -0.430
H 5.4628 -10.9150 13.9002 0.508
H 4.3117 -8.6561 14.7305 0.323
H 5.4586 -9.4057 15.8518 0.270
H 2.1405 -11.3047 16.0837 -0.595
H 3.1271 -11.4465 17.4688 0.276
C 2.5887 -16.9473 14.6932 0.102
C 3.4499 -18.1281 14.2728 -0.737
C 2.5920 -18.8473 13.1920 -0.560
O 1.3841 -18.1191 13.0978 -0.308
C 1.7003 -16.7776 13.4638 -0.116
H 3.1889 -16.0454 14.8129 0.014
H 1.8460 -17.1026 15.4753 0.212
H 3.7314 -18.8533 15.0380 0.327
H 4.4236 -17.7755 13.9227 0.269
H 2.4666 -19.8693 13.5615 0.361
H 3.0413 -19.0035 12.2055 0.281
H 0.8204 -16.1745 13.6648 -0.129
H 2.2237 -16.3080 12.6203 0.150
C 0.1142 -11.4371 8.2651 -0.737
C -0.5457 -12.2214 9.3808 0.785
C -1.3965 -13.2073 8.5912 -0.083
O -1.7897 -12.5541 7.3829 -0.509
C -0.9928 -11.3668 7.1877 -0.723
H 1.0345 -11.8182 7.8184 0.357
H 0.3795 -10.4331 8.6085 0.312
H -1.1405 -11.5231 9.9730 -0.342
H 0.1509 -12.6885 10.0742 0.077
H -2.3450 -13.4897 9.0518 -0.026
H -0.7574 -14.0672 8.3569 0.143
H -1.7168 -10.5705 7.3635 0.328
H -0.4606 -11.2299 6.2456 0.331

5.
34
Properties=species:S:1:pos:R:3:mulliken_charge:R:1 method="wB97M-V/def2-TZVPD" charge=+1 multiplicity=1 homo_lumo_gap_ev=10.38 homo_ha=-0.478 relative_energy_ev=0.639 e_tot_ha=-771.4440 max_force_ev_per_a=5.57 lumo_energy_ev=-2.61
C 1.9600 1.5698 1.6336 -0.701
C 1.5168 0.0995 1.9736 -0.521
C 1.7494 1.6317 0.1298 -0.768
C 1.9701 -0.6996 0.8200 -0.971
C 1.6938 0.1787 -0.3883 -0.034
C -3.3038 2.9958 1.4651 -0.689
C -1.5721 -2.6757 -0.2242 -0.861
C -1.6790 1.4750 0.2065 -0.032
N -2.4446 2.1051 0.8640 0.008
N 0.4150 -0.0815 -0.9407 0.255
N -0.7850 -2.7642 -1.5170 -0.590
Si -0.0202 0.1721 -2.7367 0.364
H 1.3970 2.3354 2.0116 0.381
H 3.0148 1.6515 1.9721 0.287
H 2.0342 -0.2176 2.8529 0.432
H 0.4518 0.0922 2.1832 0.238
H 0.9292 2.3546 -0.0376 0.331
H 2.5306 2.1349 -0.4608 0.373
H 2.9880 -0.8504 0.8669 0.423
H 1.3191 -1.5933 0.7227 0.280
H 2.4303 0.0876 -1.1658 0.481
H -4.2399 3.0451 0.8970 0.311
H -3.6239 2.7775 2.4762 0.283
H -2.8292 3.9717 1.4883 0.311
H -1.1803 -2.9880 0.6831 0.319
H -1.8043 -1.6037 -0.2815 0.289
H -2.4926 -3.2539 -0.3735 0.357
H -0.4430 0.5319 -0.4328 -0.003
H -1.5045 -2.5083 -2.2538 0.264
H -0.4702 -3.7440 -1.6860 0.208
H 0.2694 -1.0598 -0.6769 0.102
H 0.4226 -1.1544 -3.3246 -0.027
H 0.9393 1.2269 -2.9694 -0.071
H -1.4447 0.3248 -2.4105 -0.030